## i
A 2-piece molecular cluster, C2H3N3OS overall, computed with the ωB97M-V functional and the def2-TZVPD basis.

Last column: natural (NBO) charge in e.
Positions of all 10 atoms, in Å:
C1 -0.215 0.791 -0.014  0.327
C2 0.649 -0.249 0.156  -0.141
H1 -0.925 2.451 0.723  0.481
H2 -1.972 -1.629 -0.231  0.407
H3 2.658 -1.397 -0.616  0.169
N1 -1.358 0.292 -0.076  -0.265
N2 -1.274 -0.930 -0.036  -0.151
N3 0.007 -1.404 0.153  -0.263
O1 0.119 2.101 -0.073  -0.619
S1 2.311 -0.026 0.013  0.054

Results
Spin multiplicity: 1

## ii
The molecule C2H3N3OS, computed with the ωB97M-V functional and the def2-TZVPD basis.

Last column: natural (NBO) charge in e.
Positions of all 10 atoms, in Å:
O1 -0.727 -1.591 1.051  -0.562
C1 -0.107 -0.574 0.899  0.722
N1 0.361 0.341 1.847  -0.510
C2 0.842 1.347 1.175  0.270
N2 0.700 1.276 -0.180  -0.417
N3 0.252 -0.050 -0.393  -0.464
S1 -0.545 -0.422 -1.822  0.240
H1 1.301 2.210 1.673  0.212
H2 1.446 1.583 -0.766  0.403
H3 -1.812 0.071 -1.533  0.106

Results
Spin multiplicity: 1

The most stable arrangement is ii, and the next structure is 298.6 kJ/mol less stable.

## i
A 2-piece molecular cluster, C6H10N2O3 overall, computed with the ωB97M-V functional and the def2-TZVPD basis.

Last column: natural (NBO) charge in e.
Positions of all 21 atoms, in Å:
H1 -3.214 2.883 -3.257  0.323
N1 -3.379 2.894 -2.242  -0.672
C1 -2.452 2.303 -1.603  0.293
N2 -1.312 1.675 -2.080  -0.620
C2 -0.223 1.314 -1.304  0.011
C3 0.769 0.504 -1.684  -0.499
H2 -2.488 2.277 -0.520  0.162
H3 -1.197 1.597 -3.076  0.392
H4 -0.282 1.705 -0.283  0.208
H5 1.566 0.278 -0.983  0.202
H6 0.831 0.066 -2.679  0.201
O1 2.363 -2.842 3.382  -0.505
C4 2.073 -1.892 2.687  0.422
C5 1.229 -1.792 1.486  -0.139
O2 0.875 -3.129 1.012  -0.689
C6 0.045 -0.897 1.811  0.432
O3 0.135 0.283 2.111  -0.505
H7 2.346 -0.866 2.972  0.127
H8 1.919 -1.271 0.791  0.228
H9 1.315 -3.651 1.706  0.484
H10 -0.920 -1.441 1.753  0.146

Results
Spin multiplicity: 1

## ii
The molecule C6H10N2O3, computed with the ωB97M-V functional and the def2-TZVPD basis.

Last column: natural (NBO) charge in e.
Positions of all 21 atoms, in Å:
C1 2.317 2.491 0.008  -0.613
C2 1.518 1.156 -0.262  -0.391
C3 0.041 1.565 -0.356  -0.504
C4 -1.006 0.443 -0.576  0.837
O1 -1.858 0.463 -1.397  -0.570
O2 -0.808 -0.534 0.400  -0.549
C5 -1.462 -1.771 0.476  0.603
N1 -0.707 -2.627 -0.514  -0.837
O3 -2.769 -1.763 0.165  -0.692
C6 -1.254 -2.411 1.864  0.221
N2 -1.002 -3.075 2.793  -0.292
H1 1.778 3.402 -0.358  0.211
H2 3.346 2.377 -0.252  0.214
H3 2.333 2.449 1.071  0.205
H4 1.888 0.924 -1.317  0.205
H5 1.722 0.384 0.540  0.220
H6 -0.266 2.104 0.519  0.232
H7 0.003 2.156 -1.268  0.229
H8 -1.165 -3.617 -0.405  0.370
H9 0.258 -2.769 -0.365  0.375
H10 -2.906 -1.346 -0.765  0.526

Results
Spin multiplicity: 1

The most stable arrangement is ii, and the next structure is 106.5 kJ/mol less stable.

## i
An isolated ion of composition C6H11N and charge +1, computed with the ωB97M-V functional and the def2-TZVPD basis.

Last column: Mulliken spin population.
Positions of all 18 atoms, in Å:
C1 0.768 -1.706 1.213  -0.018
N1 0.289 -1.540 -0.172  0.224
C2 -0.351 -0.685 -0.971  0.056
C3 -0.717 -1.153 -2.238  0.584
C4 0.111 2.625 0.877  -0.002
C5 -0.321 1.225 0.622  0.072
C6 -0.475 0.706 -0.603  0.001
H1 1.145 -2.720 1.264  0.001
H2 1.701 -1.145 1.267  0.013
H3 0.022 -1.591 1.991  0.009
H4 0.065 -2.475 -0.502  -0.011
H5 -1.021 -0.388 -2.936  0.036
H6 -0.844 -2.182 -2.532  0.017
H7 0.083 2.908 1.921  0.000
H8 -0.475 3.388 0.348  0.004
H9 1.075 2.801 0.394  0.007
H10 -0.323 0.606 1.514  0.006
H11 -0.733 1.323 -1.459  0.000

Results
Spin multiplicity: 2
Charge: +1

## ii
An isolated ion of composition C6H11N and charge +1, computed with the ωB97M-V functional and the def2-TZVPD basis.

Last column: Mulliken spin population.
Positions of all 18 atoms, in Å:
C1 -0.724 -1.453 -2.676  0.023
N1 -0.009 -1.970 -1.516  0.328
C2 0.477 -1.099 -0.577  0.099
C3 -0.285 -0.888 0.547  0.251
C4 -0.062 0.119 1.502  0.000
C5 0.511 1.306 1.146  0.215
C6 0.737 2.370 2.130  0.004
H1 -1.132 -2.187 -3.357  -0.001
H2 -0.097 -0.743 -3.223  0.011
H3 -1.496 -0.791 -2.274  0.010
H4 -0.323 -2.836 -1.092  -0.020
H5 1.195 -0.437 -1.060  0.006
H6 -1.336 -1.168 0.464  0.001
H7 -0.689 0.254 2.379  0.011
H8 0.951 1.416 0.161  0.015
H9 1.370 3.203 1.841  0.002
H10 -0.168 2.869 2.492  0.028
H11 1.080 2.034 3.112  0.018

Results
Spin multiplicity: 2
Charge: +1

## iii
An isolated ion of composition C6H11N and charge +1, computed with the ωB97M-V functional and the def2-TZVPD basis.

Last column: Mulliken spin population.
Positions of all 18 atoms, in Å:
C1 -1.704 -1.789 -0.691  0.072
C2 -1.224 -0.374 -0.117  -0.001
N1 2.217 -0.183 1.177  0.281
C3 0.867 -0.492 1.004  0.209
C4 0.242 -0.078 -0.198  0.375
C5 0.724 1.138 -1.000  -0.004
C6 0.443 2.404 -0.474  0.032
H1 -2.193 -1.756 -1.617  0.001
H2 -0.905 -2.536 -0.756  -0.003
H3 -2.361 -2.318 0.035  0.000
H4 -1.817 0.499 -0.414  0.005
H5 -1.417 -0.406 0.984  0.021
H6 2.348 -0.287 2.193  -0.003
H7 2.310 0.603 0.569  -0.004
H8 0.520 -1.277 1.647  0.003
H9 1.485 1.064 -1.835  0.016
H10 -0.398 2.353 0.218  -0.002
H11 0.863 3.436 -0.726  0.003

Results
Spin multiplicity: 2
Charge: +1

The most stable arrangement is i, and the next structure is 65.6 kJ/mol less stable.

## i
C12H23AuCl2N4O2PSTe as an isolated structure, computed with the ωB97M-V functional and the def2-TZVPD basis.

Last column: Mulliken spin population.
Positions of all 47 atoms, in Å:
Au1 -0.290 -0.155 0.192  0.234
C1 -4.565 3.148 1.582  0.000
N1 -3.526 2.133 1.416  0.002
C2 -2.859 1.734 2.651  -0.004
P1 -3.056 1.659 -0.075  0.013
O1 -2.254 0.377 0.046  -0.011
N2 -2.200 2.834 -0.848  -0.012
C3 -1.718 2.519 -2.200  0.019
C4 -2.281 4.259 -0.550  0.010
N3 -4.367 1.341 -0.997  0.000
C5 -5.050 2.336 -1.812  0.000
C6 -5.165 0.148 -0.682  0.000
H1 -5.392 2.753 2.175  0.000
H2 -4.957 3.464 0.617  0.000
H3 -4.171 4.027 2.097  0.000
H4 -3.590 1.309 3.341  0.000
H5 -2.384 2.588 3.134  0.000
H6 -2.103 0.980 2.448  0.001
H7 -1.629 1.441 -2.326  -0.008
H8 -0.735 2.968 -2.348  0.003
H9 -2.387 2.903 -2.976  0.004
H10 -2.590 4.414 0.481  0.003
H11 -2.976 4.782 -1.215  0.001
H12 -1.294 4.709 -0.675  -0.006
H13 -4.453 3.243 -1.892  -0.001
H14 -6.023 2.598 -1.385  0.000
H15 -5.218 1.945 -2.818  0.000
H16 -4.595 -0.526 -0.049  0.000
H17 -5.419 -0.379 -1.603  0.000
H18 -6.093 0.421 -0.170  0.000
O2 2.836 -2.881 0.500  0.006
C7 2.143 -1.932 0.393  -0.002
N4 1.530 -0.900 0.298  0.067
Cl1 3.433 1.124 2.309  0.033
C8 4.760 0.535 1.292  -0.001
Cl2 5.034 1.603 -0.109  0.042
H19 4.500 -0.448 0.925  0.001
H20 5.662 0.521 1.884  0.003
Te1 1.770 1.890 -0.457  1.556
C9 1.649 3.560 0.730  -0.117
C10 2.593 4.553 0.832  0.080
C11 2.265 5.512 1.821  -0.018
C12 1.087 5.231 2.448  0.093
S1 0.370 3.802 1.853  0.002
H21 3.488 4.589 0.224  0.002
H22 2.884 6.368 2.057  0.001
H23 0.605 5.787 3.241  0.005

Results
Spin multiplicity: 3
Charge: +1

## ii
C12H23AuCl2N4O2PSTe as an isolated structure, computed with the ωB97M-V functional and the def2-TZVPD basis.

Last column: Mulliken spin population.
Positions of all 47 atoms, in Å:
Au1 -1.077 2.336 0.386  0.243
C1 3.184 -1.096 1.436  0.000
N1 2.074 -0.148 1.371  0.003
C2 1.170 -0.191 2.515  -0.005
P1 1.814 0.752 0.036  0.007
O1 0.915 1.919 0.405  -0.011
N2 1.161 -0.146 -1.174  -0.012
C3 0.898 0.531 -2.448  0.017
C4 1.256 -1.597 -1.274  0.012
N3 3.225 1.360 -0.516  0.000
C5 4.079 0.688 -1.486  0.000
C6 3.899 2.399 0.269  0.000
H1 3.839 -0.857 2.277  0.000
H2 3.778 -1.067 0.524  0.000
H3 2.816 -2.116 1.572  0.000
H4 1.725 0.036 3.427  0.000
H5 0.719 -1.181 2.623  0.000
H6 0.380 0.546 2.404  0.001
H7 0.779 1.602 -2.295  -0.008
H8 -0.023 0.138 -2.884  0.005
H9 1.707 0.372 -3.167  0.004
H10 1.387 -2.042 -0.291  0.003
H11 2.083 -1.910 -1.921  0.001
H12 0.330 -1.991 -1.697  -0.007
H13 3.559 -0.149 -1.947  -0.001
H14 4.988 0.310 -1.009  0.000
H15 4.374 1.383 -2.274  0.000
H16 3.211 2.842 0.984  0.000
H17 4.254 3.188 -0.396  0.000
H18 4.756 1.986 0.808  0.000
O2 -4.506 4.612 1.005  0.007
C7 -3.705 3.798 0.728  -0.001
N4 -2.974 2.896 0.422  0.067
Cl1 -4.965 0.281 1.562  0.026
C8 -6.202 1.064 0.563  -0.001
Cl2 -6.212 0.436 -1.106  0.035
H19 -5.994 2.125 0.525  0.001
H20 -7.169 0.856 0.999  0.002
Te1 -2.828 0.459 -1.099  1.553
C9 -2.662 -1.465 -0.430  -0.115
C10 -3.492 -2.509 -0.765  0.082
C11 -3.180 -3.693 -0.054  -0.019
C12 -2.137 -3.520 0.810  0.100
S1 -1.528 -1.929 0.771  0.002
H21 -4.293 -2.428 -1.488  0.002
H22 -3.712 -4.626 -0.174  0.001
H23 -1.698 -4.251 1.474  0.005

Results
Spin multiplicity: 3
Charge: +1

The most stable arrangement is ii, and the next structure is 7.4 kJ/mol less stable.